Record 1
This record from the Open Molecules 2025 dataset describes one molecule with the formula C18H18N4OS. The level of theory is the ωB97M-V functional and the def2-TZVPD basis.

ORCA input file:
```
! RIJCOSX wB97M-V def2-TZVPD def2/J DEFGRID3
* xyz 0 1
S -0.173 0.600 -0.687
O -3.734 -1.008 -0.374
N -1.074 2.831 0.706
N 1.601 -3.426 -3.384
N -2.810 1.058 0.272
N 2.102 -2.813 -2.473
C -1.815 3.264 3.070
C 0.003 -2.561 -1.948
C 0.565 3.136 2.203
C -1.450 -0.896 -0.879
C -2.410 3.267 1.470
C 1.287 -2.099 -1.844
C -0.419 3.790 3.141
C 1.785 -1.096 1.956
C 0.029 -3.164 -3.257
C 2.939 -0.903 -0.521
C -1.280 -1.928 -1.506
C 1.860 -1.575 -0.488
C -1.507 1.562 0.245
C 0.161 3.162 0.910
C 1.371 -1.650 0.718
C 3.739 -0.290 0.646
C -2.767 -0.168 -0.280
C 3.143 -0.361 1.873
H -2.122 -2.746 -1.578
H 3.672 -0.651 -1.558
H -3.239 2.857 1.210
H -0.106 3.502 4.355
H 0.396 -2.305 1.080
H 1.231 -1.358 2.846
H -2.659 3.738 3.662
H 4.508 0.120 0.750
H -2.100 4.521 1.279
H -0.311 4.865 3.168
H 1.588 3.438 2.477
H 0.490 2.121 2.525
H 0.856 2.547 0.310
H -0.015 4.180 0.642
H -0.572 -3.660 -3.773
H 3.158 -3.005 -2.392
H 3.384 0.076 2.712
H -1.826 2.242 3.222
*
```

The total energy is -1388.612032 Eh. The SMILES is O=C1N=C(N2CCCCC2)S/C1=C\c1cn[nH]c1-c1ccccc1. The gap between HOMO and LUMO is 8.726 eV. Its energy above the lowest of the compared OMol25 structures with the same formula, charge and spin is 384.0 kcal per mole.



Record 2
This record from the Open Molecules 2025 dataset describes C30H51BrFIO14S as an isolated structure. The level of theory is the ωB97M-V functional and the def2-TZVPD basis.

ORCA input file:
```
! RIJCOSX wB97M-V def2-TZVPD def2/J DEFGRID3
* xyz 0 1
I 4.262 -2.427 -1.589
Br 6.049 -0.106 -2.593
S 3.953 -0.937 1.207
F 0.114 -3.634 1.261
O 0.835 3.212 -6.290
O -2.558 -2.743 -6.048
O 4.830 -2.057 1.361
O -0.644 -3.705 -3.415
O 2.475 -1.404 1.587
O -4.195 3.932 1.441
O -3.050 -2.573 3.255
O 4.223 0.181 2.047
O 2.472 1.054 0.172
O 0.153 3.254 1.631
O 1.689 1.880 -4.662
O 0.984 -2.801 -2.004
O -2.603 -3.564 5.208
O -5.362 3.422 3.277
C 7.258 1.629 -0.364
C 5.035 0.498 -1.000
C -1.615 3.176 3.264
C -5.081 4.190 2.201
C -2.888 -3.574 3.886
C 0.172 -1.791 2.703
C -1.448 -2.299 -5.282
C -0.747 2.127 -4.839
C 1.672 0.446 -4.632
C -1.606 -2.761 -3.842
C 0.638 2.448 -5.336
C 0.654 -3.223 -3.290
C 1.652 2.196 0.039
C 6.074 0.771 0.092
C 1.461 2.792 1.446
C -6.649 5.375 3.535
C -6.535 3.913 3.949
C 2.302 0.766 -2.231
C -2.912 -5.001 3.374
C 1.292 -0.857 -0.525
C -6.060 5.347 2.125
C 0.256 -2.254 1.268
C 2.479 0.067 -0.889
C -2.347 -4.903 5.671
C 3.901 -0.516 -0.599
C 2.604 -0.033 -3.516
C -0.707 2.373 2.339
C -3.036 -5.813 4.663
C 1.587 -1.892 0.560
C 0.501 -1.523 -1.651
H -2.593 -6.805 4.611
H -1.676 -1.898 -3.185
H 2.077 0.115 -5.585
H -6.406 3.783 5.020
H -1.397 2.979 -4.965
H 6.394 -0.137 0.586
H -7.667 5.756 3.587
H -2.743 -5.006 6.678
H -7.391 3.320 3.622
H 8.090 1.019 -0.683
H -1.419 -1.205 -5.296
H 0.864 -2.329 3.338
H 5.557 1.365 0.837
H 6.968 2.307 -1.158
H 1.249 1.015 -2.311
H -1.331 1.841 1.621
H -1.936 2.532 4.076
H -0.836 -1.998 3.047
H -2.566 -3.263 -3.783
H -5.544 6.266 1.863
H -1.973 -5.194 2.853
H 0.652 1.951 -0.316
H -0.749 1.842 -3.790
H 0.571 -0.175 -0.077
H 1.764 2.030 2.163
H -6.810 5.115 1.368
H 0.663 0.071 -4.470
H 0.400 -0.894 -2.535
H 0.872 -2.425 -4.008
H -0.149 1.652 2.933
H -0.586 -1.792 0.761
H -0.510 -2.636 -5.723
H -6.025 5.992 4.182
H 0.307 -0.719 2.782
H 2.403 -1.089 -3.406
H -2.483 3.499 2.700
H 3.602 0.157 -3.884
H -1.267 -5.056 5.699
H -0.514 -1.655 -1.278
H -4.089 -5.928 4.926
H -1.145 1.283 -5.394
H 2.891 1.667 -2.291
H 1.972 -2.831 0.183
H 7.560 2.258 0.467
H 2.100 2.956 -0.594
H 1.320 -4.052 -3.501
H 4.633 1.446 -1.320
H -3.747 -5.149 2.696
H -2.427 -2.418 -6.937
H 2.140 3.633 1.564
H -1.049 4.014 3.651
*
```

The total energy is -5596.719182 Eh. The gap between HOMO and LUMO is 8.517 eV.



Record 3
This record from the Open Molecules 2025 dataset describes a 2-piece molecular cluster, C4H15N2O2 overall. The level of theory is the ωB97M-V functional and the def2-TZVPD basis.

ORCA input file:
```
! RIJCOSX wB97M-V def2-TZVPD def2/J DEFGRID3
* xyz 1 1
O 2.779 0.010 1.071
O 0.651 1.882 0.497
N -1.843 -0.165 -0.654
N 1.024 -0.662 -1.124
C -1.561 1.159 -0.064
C -0.560 1.269 1.066
C -1.197 -1.370 -0.218
C -0.009 -1.769 -1.071
H 0.944 2.586 1.082
H 1.536 -0.586 -2.000
H 3.320 -0.129 1.860
H -2.496 1.692 0.090
H -0.851 -1.340 0.826
H -0.327 -1.965 -2.090
H 0.631 0.281 -1.025
H -2.842 -0.278 -0.639
H -1.170 1.842 -0.822
H -0.210 0.287 1.354
H -1.860 -2.219 -0.126
H -0.833 1.835 1.944
H 1.681 -0.693 -0.337
H 2.629 0.964 1.111
H 0.563 -2.631 -0.730
*
```

The total energy is -421.133259 Eh. The gap between HOMO and LUMO is 10.018 eV. Its energy above the lowest of the compared OMol25 structures with the same formula, charge and spin is 37.8 kcal per mole.



Record 4
This record from the Open Molecules 2025 dataset describes a 2-piece molecular cluster, C3H2NO3 overall. The level of theory is the ωB97M-V functional and the def2-TZVPD basis.

ORCA input file:
```
! RIJCOSX wB97M-V def2-TZVPD def2/J DEFGRID3
* xyz -1 1
O 2.036 -0.629 1.217
O -0.731 -1.804 0.389
O 1.722 -0.081 -1.023
N -1.612 0.416 -0.673
C -0.933 0.788 0.517
C -0.777 -0.532 0.313
C 1.710 -0.390 0.102
H -1.087 0.599 -1.643
H -0.328 1.635 0.801
*
```

The total energy is -395.939670 Eh. The gap between HOMO and LUMO is 5.766 eV. Its energy above the lowest of the compared OMol25 structures with the same formula, charge and spin is 85.4 kcal per mole.



Record 5
This record from the Open Molecules 2025 dataset describes one molecule with the formula C20H31N3O. The level of theory is the ωB97M-V functional and the def2-TZVPD basis.

ORCA input file:
```
! RIJCOSX wB97M-V def2-TZVPD def2/J DEFGRID3
* xyz 0 1
O -0.192 0.030 -4.071
N -0.251 -0.877 1.125
N -3.047 -1.095 1.193
N 1.600 -0.844 -1.066
C 4.783 2.815 0.285
C -2.381 -0.318 2.105
C -0.937 -0.582 2.374
C -3.238 0.608 2.624
C -5.749 1.023 2.113
C 1.086 -1.401 1.321
C 3.298 0.875 -0.270
C -6.783 0.564 1.329
C -4.340 -0.673 1.098
C 2.820 -0.121 -1.339
C -0.699 -0.935 -1.880
C 1.638 -1.856 -0.036
C -5.388 -1.130 0.309
C -0.270 -1.165 -3.329
C -4.503 0.405 2.004
C 0.354 -0.108 -1.122
C 5.774 0.794 -0.802
C 4.531 1.675 -0.703
C -0.178 0.290 0.264
C -6.606 -0.498 0.438
H 1.750 -0.645 1.778
H -7.755 1.029 1.399
H -2.599 -1.810 0.647
H 5.645 3.403 -0.022
H 2.488 1.578 -0.062
H -3.005 1.348 3.363
H 1.035 -2.262 1.994
H -0.830 -1.898 -1.388
H -1.178 0.718 0.163
H -5.250 -1.952 -0.379
H -1.052 0.465 -4.044
H 6.641 1.396 -1.064
H 2.668 0.417 -2.280
H -0.498 0.278 2.908
H -1.655 -0.405 -1.861
H 5.653 0.028 -1.564
H 2.665 -2.202 0.083
H 4.331 2.109 -1.689
H 0.737 -1.586 -3.346
H -7.443 -0.828 -0.160
H 0.531 0.805 -1.699
H 5.971 0.307 0.151
H 3.921 3.477 0.340
H 0.474 1.063 0.711
H 3.527 0.340 0.655
H -0.960 -1.870 -3.815
H -5.892 1.845 2.799
H 1.031 -2.707 -0.371
H -0.841 -1.463 3.020
H 4.975 2.418 1.280
H 3.597 -0.871 -1.509
*
```

The total energy is -1020.204580 Eh. The SMILES is CC(C)CCN1CCN(Cc2cc3ccccc3[nH]2)C[C@@H]1CCO. The gap between HOMO and LUMO is 8.615 eV. Its energy above the lowest of the compared OMol25 structures with the same formula, charge and spin is 20.8 kcal per mole.



Record 6
This record from the Open Molecules 2025 dataset describes one molecule with the formula C6H12. The level of theory is the ωB97M-V functional and the def2-TZVPD basis.

ORCA input file:
```
! RIJCOSX wB97M-V def2-TZVPD def2/J DEFGRID3
* xyz 0 1
C -0.095 -0.105 0.043
C 1.368 0.363 0.087
C -0.494 -0.891 -1.154
C -0.828 -0.058 1.142
C -0.320 0.547 2.457
C -0.466 0.068 -2.375
H -1.484 -1.361 -1.035
H 2.015 -0.537 0.229
H -1.641 -0.884 1.158
H 1.585 0.851 -0.860
H -0.777 0.069 3.355
H -0.238 1.718 2.697
H 0.227 -1.723 -1.314
H 0.582 0.162 -2.367
H -0.967 0.933 -2.157
H 1.650 1.039 0.933
H -0.808 -0.492 -3.290
H 0.691 0.301 2.452
*
```

The total energy is -235.742357 Eh. The SMILES is C/C=C(\C)CC. The gap between HOMO and LUMO is 9.877 eV. Its energy above the lowest of the compared OMol25 structures with the same formula, charge and spin is 47.6 kcal per mole.



Number 1: strongest force on any atom 0.3226 Eh/bohr. Number 2: strongest force on any atom 0.0635 Eh/bohr. Number 3: strongest force on any atom 0.0336 Eh/bohr. Number 4: strongest force on any atom 0.0680 Eh/bohr. Number 5: strongest force on any atom 0.0125 Eh/bohr. Number 6: strongest force on any atom 0.0864 Eh/bohr.